Entry 1:
Entry from the Open Molecules 2025 dataset: 2 unconnected molecules or ions with the total composition C3H10NOP (wB97M-V/def2-TZVPD).

XYZ file:
```
16
Properties=species:S:1:pos:R:3:forces:R:3
C -1.778 0.953 0.585 2.1 2.7 -4.3
C 1.217 -0.461 1.353 0.8 1.6 -1.5
C -1.049 0.100 -0.490 -1.3 1.1 0.0
N 0.964 -1.187 -1.533 1.7 -0.5 -0.4
O 1.903 1.923 -1.519 -1.2 -2.1 1.3
P 0.775 0.017 -0.407 0.8 2.0 -0.8
H -2.625 1.504 0.214 -1.0 -0.7 -0.3
H -1.930 0.418 1.397 -1.0 -2.1 4.0
H -1.156 1.824 0.743 0.6 0.1 0.8
H 0.787 -1.406 1.441 -1.4 -1.3 1.1
H 2.254 -0.576 1.657 0.4 0.2 -0.8
H 0.878 0.421 1.893 -0.7 -0.5 0.6
H -1.223 0.635 -1.457 0.3 -0.8 0.5
H -1.545 -0.887 -0.500 0.5 0.1 -0.3
H 1.929 -1.135 -1.890 -0.8 -0.4 -0.1
H 0.600 -2.143 -1.486 0.2 0.7 0.2
```
Forces are in eV/Å.

Results
**Net charge**: 0
**Energy relative to the best compared isomer or geometry (same formula, charge and spin)**: 5.9285 eV
**Frontier orbital gap (spin up / spin down)**: 8.4 / 8.3 eV
**Electronic energy**: -16094.5782 eV
**HOMO level (spin up / spin down)**: -8.5 / -8.7 eV

Atomic partial charges in e from the Mulliken method, atoms 1 to 8: -1.44, -1.03, -0.32, -0.47, -0.50, 0.41, 0.36, 0.41

Entry 2:
Entry from the Open Molecules 2025 dataset: a molecular structure, C22H23N11OReS (wB97M-V/def2-TZVPD).

XYZ file:
```
59
Properties=species:S:1:pos:R:3:forces:R:3
Re -0.343 -0.280 -0.033 0.9 -0.3 0.4
C -0.120 2.684 3.327 0.0 0.0 0.0
C 0.082 1.622 2.305 0.1 -0.1 -0.1
N -0.739 1.340 1.350 -0.3 0.2 -0.2
N -1.880 2.114 1.234 0.2 -0.1 0.1
C -2.812 1.532 0.527 -0.1 0.0 -0.1
N -3.983 2.165 0.362 0.1 0.0 0.1
S -2.674 -0.059 -0.200 -0.4 0.0 0.2
C 1.249 0.737 2.327 -0.1 0.2 -0.1
C 2.245 0.818 3.289 0.1 0.0 0.0
C 3.277 -0.102 3.279 0.0 0.0 0.0
C 3.269 -1.099 2.315 0.0 0.0 0.0
C 2.252 -1.126 1.384 -0.1 0.0 0.0
N 1.266 -0.212 1.359 0.0 0.0 0.3
H -1.116 3.106 3.246 0.0 0.0 0.0
H 0.614 3.482 3.194 0.0 0.0 0.0
H 0.017 2.274 4.329 0.0 0.0 0.0
H -4.185 2.967 0.937 0.0 0.0 0.0
H -4.754 1.690 -0.077 0.0 0.0 0.0
H 2.201 1.592 4.042 0.0 0.0 0.0
H 4.063 -0.054 4.020 0.0 0.0 0.0
H 4.041 -1.855 2.275 0.0 0.0 0.0
H 2.213 -1.902 0.634 0.0 0.0 -0.1
O 0.500 -3.349 -2.735 0.0 0.0 0.0
C 0.502 -2.327 -2.091 0.0 0.0 0.1
N -0.394 -1.964 -1.120 -0.3 -0.1 -0.2
C -1.361 -2.976 -0.727 0.0 0.0 0.0
C -1.407 -2.982 0.770 0.0 0.0 0.0
C -1.929 -4.029 1.510 0.0 0.0 0.0
C -1.941 -3.940 2.889 0.0 0.0 0.0
C -1.436 -2.796 3.494 0.0 0.0 0.0
C -0.937 -1.792 2.697 0.0 0.0 0.0
N -0.910 -1.877 1.357 -0.1 -0.1 -0.1
C 1.567 -1.288 -2.198 0.0 0.0 0.0
C 2.575 -1.340 -3.140 0.0 0.0 0.0
C 3.522 -0.332 -3.141 0.0 0.0 0.0
C 3.424 0.685 -2.196 0.0 0.0 0.0
C 2.386 0.663 -1.289 0.0 -0.1 0.1
N 1.472 -0.319 -1.284 0.2 0.2 0.0
H -1.081 -3.949 -1.130 0.0 0.0 0.0
H -2.356 -2.737 -1.120 0.0 0.0 0.0
H -2.316 -4.899 0.999 0.0 0.0 0.0
H -2.337 -4.750 3.488 0.0 0.0 0.0
H -1.431 -2.680 4.568 0.0 0.0 0.0
H -0.559 -0.882 3.137 0.0 0.0 0.0
H 2.586 -2.162 -3.842 0.0 0.0 0.0
H 4.326 -0.332 -3.864 0.0 0.0 0.0
H 4.143 1.491 -2.163 0.0 0.0 0.0
H 2.267 1.438 -0.545 0.0 0.0 0.0
N -1.969 5.363 -3.030 0.0 0.0 0.0
C -1.532 4.473 -2.144 0.1 0.1 0.1
N -1.461 4.811 -0.850 0.1 -0.1 0.1
N -1.181 3.281 -2.614 -0.1 0.0 -0.2
C -0.758 2.328 -1.874 0.0 -0.1 0.1
N -0.363 1.401 -1.292 -0.3 0.2 -0.1
H -2.214 6.304 -2.777 0.0 0.0 0.0
H -2.005 5.095 -3.999 0.0 0.0 0.0
H -1.704 5.733 -0.532 0.0 0.0 0.0
H -1.141 4.141 -0.163 -0.2 0.0 -0.1
```
Forces are in eV/Å.

Results
**Net charge**: +2
**Energy relative to the best compared isomer or geometry (same formula, charge and spin)**: 0.1204 eV
**Spin multiplicity**: 2
**Frontier orbital gap (spin up / spin down)**: 7.3 / 6.7 eV
**Electronic energy**: -54581.7693 eV
**HOMO level (spin up / spin down)**: -13.5 / -13.7 eV

Atomic partial charges in e from the Mulliken method, atoms 1 to 8: 1.35, -2.05, 0.83, 1.26, -1.81, 0.66, -0.40, -0.61

Entry 3:
Entry from the Open Molecules 2025 dataset: a molecular structure, C11H22Cl12FGaO4P (wB97M-V/def2-TZVPD).

XYZ file:
```
52
Properties=species:S:1:pos:R:3:forces:R:3
C 7.848 -2.878 1.819 -0.1 -0.1 0.1
C 7.583 -1.397 1.578 0.0 0.1 -0.1
O 6.191 -1.191 1.495 0.0 -0.1 0.3
C 5.798 0.164 1.607 0.0 0.1 -0.1
C 4.318 0.273 1.975 0.0 0.0 0.1
C 3.400 -0.807 1.366 -0.1 0.2 0.0
C 2.151 -0.246 0.658 0.0 0.0 0.0
C 0.897 -0.138 1.553 0.0 0.4 -0.1
Ga -0.752 -0.850 0.686 0.2 -0.1 0.1
F -1.679 0.538 -0.114 -0.3 0.1 0.0
P -2.297 -1.846 2.222 0.1 0.0 0.2
O -1.817 -2.175 3.583 0.0 0.0 -0.1
O -3.680 -0.975 2.355 -0.1 0.0 0.0
O -2.868 -3.206 1.477 -0.2 0.1 -0.1
H 8.165 -3.073 2.844 0.0 0.0 0.0
H 8.604 -3.276 1.142 0.0 0.0 0.0
H 6.922 -3.429 1.657 0.0 0.0 -0.1
H 8.068 -1.059 0.650 0.0 0.0 0.0
H 7.994 -0.780 2.388 0.0 -0.1 0.0
H 6.415 0.643 2.379 -0.1 0.1 0.0
H 6.002 0.692 0.664 0.0 -0.1 0.0
H 3.974 1.255 1.637 0.1 0.0 0.1
H 4.231 0.279 3.063 0.0 -0.1 0.0
H 3.974 -1.438 0.686 0.0 0.1 0.0
H 3.058 -1.454 2.177 0.1 -0.2 -0.1
H 1.954 -0.865 -0.224 -0.1 -0.1 0.1
H 2.389 0.748 0.264 0.0 -0.1 -0.1
H 1.058 -0.634 2.513 0.0 0.0 0.0
H 0.691 0.915 1.769 0.0 0.0 0.2
H -0.413 -1.955 -0.408 -0.2 0.0 -0.1
H -4.258 -1.130 1.600 0.0 0.0 0.0
H -2.675 -3.168 0.531 0.1 -0.1 0.1
C -3.951 2.799 -0.076 0.0 -0.1 0.0
Cl -4.214 3.139 1.631 0.0 -0.1 0.0
Cl -5.498 2.624 -0.922 0.0 -0.1 0.0
Cl -3.001 4.090 -0.820 0.1 0.1 -0.1
H -3.386 1.873 -0.176 0.1 0.0 0.1
C -1.201 -3.780 -3.806 -0.1 0.0 0.0
Cl -0.945 -5.533 -3.820 0.0 0.0 0.0
Cl -2.705 -3.383 -2.965 0.0 0.0 0.0
Cl 0.162 -2.941 -3.102 0.0 0.0 -0.1
H -1.313 -3.463 -4.834 0.0 0.0 0.0
C -8.561 0.213 -3.104 0.0 0.0 0.0
Cl -7.014 -0.620 -3.207 0.0 0.0 0.0
Cl -9.634 -0.581 -1.948 0.0 0.0 0.0
Cl -8.336 1.911 -2.691 -0.1 0.0 0.0
H -9.033 0.168 -4.076 0.0 0.0 0.0
C -4.517 7.088 -2.688 0.0 0.0 0.0
Cl -6.109 7.241 -3.437 0.0 0.0 0.0
Cl -3.240 7.215 -3.899 0.0 0.0 0.0
Cl -4.301 8.298 -1.424 0.0 0.0 0.0
H -4.453 6.108 -2.231 0.0 0.0 0.0
```
Forces are in eV/Å.

Results
**Net charge**: -1
**Frontier orbital gap**: 7.2 eV
**Electronic energy**: -234609.8566 eV
**HOMO level**: -5.3 eV

Atomic partial charges in e from the Mulliken method, atoms 1 to 8: -1.03, -0.30, -0.20, -0.60, -0.67, -0.51, -0.73, -0.70

Entry 4:
Entry from the Open Molecules 2025 dataset: C26H25N3O4 in the gas phase (wB97M-V/def2-TZVPD).

XYZ file:
```
58
Properties=species:S:1:pos:R:3:forces:R:3
C -6.037 -0.644 -1.371 0.1 0.4 0.3
C -5.700 0.084 -0.074 -0.5 -0.6 -0.1
C -4.931 -0.811 0.924 -0.1 0.1 0.1
C -3.584 -0.155 0.964 -0.1 0.3 -0.2
C -2.424 -0.510 1.602 0.1 0.2 -0.1
C -1.290 0.297 1.439 -0.3 0.0 0.2
C -0.049 -0.144 2.072 0.5 0.1 -0.2
O -0.192 -0.741 3.245 0.0 -0.2 0.0
C 1.190 -0.074 1.486 0.1 -0.1 0.2
C 2.288 -0.819 2.034 -0.7 0.2 0.5
O 2.336 -1.351 3.141 0.2 -0.1 -0.2
C 3.326 -0.936 0.934 0.5 -0.1 -0.3
O 4.380 -1.534 0.950 0.0 -0.2 0.2
N 2.810 -0.285 -0.136 0.0 0.0 0.1
C 3.472 -0.249 -1.411 0.1 -0.1 -0.3
C 2.745 -1.078 -2.476 0.1 -0.1 0.4
C 2.537 -2.538 -2.055 0.3 0.2 -0.6
N 1.484 -2.697 -1.084 -0.3 -0.1 0.2
C 1.590 -3.264 0.154 -0.1 -0.3 0.3
C 0.343 -3.203 0.708 0.3 -0.2 0.0
N -0.523 -2.618 -0.161 -0.6 0.1 -0.1
C 0.186 -2.333 -1.219 -0.1 0.1 -0.2
C 1.577 0.439 0.127 -0.3 0.2 0.0
C 1.876 1.926 0.092 0.0 0.1 -0.2
C 1.471 2.702 -0.987 0.1 -0.1 0.1
C 1.793 4.047 -1.040 0.0 0.1 -0.1
C 2.528 4.625 -0.020 0.0 0.1 -0.1
C 2.943 3.854 1.053 0.1 0.0 0.1
C 2.622 2.509 1.107 0.0 0.0 -0.1
C -1.368 1.461 0.676 0.1 -0.2 0.2
C -2.543 1.831 0.045 -0.3 0.0 -0.2
C -3.644 1.003 0.184 0.4 -0.4 0.4
O -4.853 1.207 -0.376 0.2 0.4 -0.2
H -5.130 -1.053 -1.811 0.1 -0.1 0.0
H -6.735 -1.453 -1.172 -0.1 -0.1 0.0
H -6.487 0.047 -2.079 -0.1 0.0 -0.1
H -6.616 0.495 0.365 0.2 -0.1 0.0
H -4.868 -1.840 0.571 -0.1 0.0 0.0
H -5.398 -0.816 1.911 0.0 0.0 0.0
H -2.361 -1.406 2.197 0.0 -0.1 0.1
H 0.691 -1.106 3.530 0.0 0.2 -0.2
H 4.474 -0.656 -1.245 -0.1 0.1 0.0
H 3.560 0.789 -1.750 0.1 -0.1 0.1
H 3.346 -1.061 -3.386 0.0 0.0 -0.1
H 1.779 -0.625 -2.704 0.0 0.0 -0.1
H 2.291 -3.135 -2.942 0.1 0.0 0.2
H 3.458 -2.930 -1.618 -0.1 0.0 0.0
H 2.515 -3.647 0.531 0.3 0.0 0.1
H 0.018 -3.543 1.670 0.0 -0.1 0.3
H -0.210 -1.880 -2.107 0.0 0.1 -0.3
H 0.815 0.197 -0.625 0.1 0.0 0.0
H 0.891 2.253 -1.782 -0.1 -0.1 -0.1
H 1.470 4.643 -1.881 0.0 0.1 -0.1
H 2.779 5.674 -0.061 0.0 0.1 0.0
H 3.520 4.299 1.849 0.1 0.0 0.1
H 2.952 1.906 1.941 0.0 0.0 0.1
H -0.508 2.108 0.605 0.0 0.1 0.0
H -2.606 2.737 -0.535 0.0 0.1 -0.1
```
Forces are in eV/Å.

Results
**Net charge**: 0
**Energy relative to the best compared isomer or geometry (same formula, charge and spin)**: 0.9195 eV
**Frontier orbital gap**: 8.0 eV
**Electronic energy**: -40029.0574 eV
**HOMO level**: -8.2 eV

Atomic partial charges in e from the Mulliken method, atoms 1 to 8: -1.46, 0.42, -0.92, 1.25, -0.77, 0.16, -0.48, -0.62